1.
16
Properties=species:S:1:pos:R:3:forces:R:3 method="wB97M-V/def2-TZVPD" e_tot_ev=-45050.41949 homo_ha=-0.3252 smiles="SP(S)S.C=CC" e_above_lowest_ev=2.3884 lumo_ev=0.3 homo_lumo_gap_ha=0.33568
C -0.26557 -1.31605 -2.55537 0.785 -0.263 -1.576
C -0.46643 0.93754 -1.51494 2.198 3.006 0.346
C -0.78626 -0.30133 -1.61065 -3.472 -3.832 1.673
P 0.81532 0.71121 2.07661 0.747 0.035 -0.442
S -1.27422 0.79994 1.87937 -0.678 -0.270 3.185
S 1.14651 -1.43885 2.00370 0.336 0.483 1.451
S 1.32768 1.23466 4.10266 0.150 1.518 -0.515
H 0.67230 -1.78633 -2.13964 -0.656 0.624 -0.817
H -0.95576 -2.17979 -2.76552 0.428 1.062 0.405
H -0.14982 -0.74041 -3.53589 0.572 -1.253 1.049
H -1.17220 0.98506 0.63490 0.187 0.300 -2.118
H -0.83617 1.71209 -0.80022 0.176 -0.882 -1.025
H 0.46625 1.20328 -2.05186 -0.805 0.414 -0.020
H -1.60087 -0.79598 -0.96976 0.947 1.284 -0.583
H 1.34777 -1.64951 3.35775 -0.212 0.083 -0.975
H 1.73147 2.62447 3.88886 -0.702 -2.308 -0.037

2.
13
Properties=species:S:1:pos:R:3:forces:R:3 method="wB97M-V/def2-TZVPD" e_tot_ev=-14092.02066 homo_ha=-0.0909 e_above_lowest_ev=1.1357 lumo_ev=3.5 charge=-1 homo_lumo_gap_ha=0.21971
S 1.90169 3.74088 -1.00846 0.385 0.032 0.934
H 2.48946 3.88023 0.24172 -0.434 -0.111 -0.917
C 0.18358 -0.10228 -0.91205 0.063 3.056 -1.570
C -0.17213 -0.47570 0.52107 2.557 0.447 1.186
C -1.22599 -1.59818 0.77765 0.292 0.308 -3.506
H 0.75283 -0.81583 -1.56516 -0.493 0.354 0.969
H 0.74047 0.93954 -0.91438 -0.304 -2.150 0.229
H -0.67106 0.29172 -1.53355 0.173 -0.944 0.629
H -0.19230 0.55357 1.16209 -1.045 -2.494 -1.427
H 0.81240 -0.85110 0.93565 -0.860 0.094 -0.235
H -1.44186 -1.56187 1.78655 -0.643 -0.675 2.125
H -2.11625 -1.35057 0.19618 -0.381 0.417 0.333
H -1.06084 -2.65040 0.31268 0.690 1.668 1.250

3.
13
Properties=species:S:1:pos:R:3:forces:R:3 method="wB97M-V/def2-TZVPD" e_tot_ev=-14091.88784 homo_ha=-0.0715 e_above_lowest_ev=1.2686 lumo_ev=3.6 charge=-1 homo_lumo_gap_ha=0.20310
C -1.46541 0.23982 0.68289 -0.993 -0.561 -1.872
C -1.46128 -0.23043 -0.79053 -0.149 -1.837 1.922
H -1.26592 1.28435 0.70246 1.204 0.625 0.557
H -2.45481 0.18779 1.11798 -0.588 -0.306 -0.184
H -0.89274 -0.47320 1.18986 1.457 -0.156 1.416
H -1.81322 0.53226 -1.34036 -2.139 2.565 -2.185
H -2.08259 -1.12701 -0.87844 0.039 0.150 -0.305
H -0.54405 -0.39449 -1.31604 1.182 -0.479 0.656
C 2.26305 -0.02256 0.11531 0.310 1.258 2.460
S 4.08269 -0.07486 -0.05225 0.015 -0.070 0.047
H 1.93664 0.40921 1.18207 0.532 -0.975 -2.025
H 1.83110 -0.99916 -0.00684 -0.401 -0.448 -0.042
H 1.86654 0.66830 -0.60611 -0.468 0.233 -0.443

4.
14
Properties=species:S:1:pos:R:3:forces:R:3 method="wB97M-V/def2-TZVPD" e_tot_ev=-24927.77322 homo_ha=-0.0820 e_above_lowest_ev=0.9744 lumo_ev=3.2 charge=-1 homo_lumo_gap_ha=0.20037
C -0.34778 2.11209 1.49008 -0.606 0.792 0.008
S -1.26211 1.10203 2.67736 0.242 0.073 0.044
H 0.19833 1.52723 0.75919 0.123 -0.128 0.113
H 0.29691 2.77140 2.05861 0.380 -0.088 0.057
H -1.05877 2.77794 0.98843 0.178 -0.201 -0.134
C 0.91597 -1.25820 -1.90491 -0.103 0.201 0.701
C 0.08698 -1.33359 -0.57930 0.426 0.835 -0.812
S -0.09679 -2.97597 0.11501 -0.122 -0.183 0.085
H 0.82984 -2.20739 -2.43871 -0.061 0.239 -0.143
H 0.58919 -0.39428 -2.49916 -0.127 -0.234 -0.238
H 1.96829 -1.05898 -1.69320 0.143 -0.319 0.072
H -0.85277 -0.81153 -0.81827 -0.273 -0.405 0.176
H 0.57767 -0.65240 0.12665 0.084 -0.078 0.169
H -1.84496 0.40165 1.71822 -0.283 -0.504 -0.100

5.
14
Properties=species:S:1:pos:R:3:forces:R:3 method="wB97M-V/def2-TZVPD" e_tot_ev=-24927.65046 homo_ha=-0.0849 e_above_lowest_ev=1.0971 lumo_ev=3.4 charge=-1 homo_lumo_gap_ha=0.21037
C 0.91693 -2.41440 -0.34214 -0.808 0.498 1.046
S -0.74959 -1.70285 -0.65020 -0.053 -0.456 -0.564
H 0.82007 -3.13485 0.46766 0.075 -0.538 -0.159
H 1.52617 -1.64024 0.12315 0.504 0.190 -0.394
H 1.39331 -2.86201 -1.20483 0.154 -0.001 -0.183
C -0.55931 1.88611 -1.11794 -0.112 0.344 0.437
S 0.10925 2.23417 0.53286 -0.042 0.188 0.340
C -0.33486 0.74339 1.50275 1.466 0.200 -0.777
H 0.23518 1.58934 -1.79446 -0.188 -0.297 -0.066
H -1.34370 1.13966 -1.03005 0.251 -0.252 -0.199
H -1.01711 2.81368 -1.45335 0.056 0.150 -0.161
H 0.52071 0.06237 1.47924 -0.196 -0.087 -0.217
H -1.12572 0.23823 0.94349 -0.217 -0.027 0.863
H -0.39133 1.04742 2.54382 -0.891 0.088 0.033

6.
14
Properties=species:S:1:pos:R:3:forces:R:3 method="wB97M-V/def2-TZVPD" e_tot_ev=-24927.83096 homo_ha=-0.0874 e_above_lowest_ev=0.9166 lumo_ev=3.3 charge=-1 homo_lumo_gap_ha=0.20856
C 1.21046 -1.84078 0.53823 -0.217 -0.843 0.750
S 2.36738 -0.77265 -0.33114 -0.035 0.309 -0.310
H 1.73916 -2.54704 1.18311 0.257 0.067 0.240
H 0.61088 -2.53157 -0.06221 -0.086 0.236 -0.546
H 0.49389 -1.34319 1.20670 0.124 0.266 -0.119
C -1.35679 -0.15932 -0.76912 -0.644 0.504 0.121
S -1.65846 1.26228 0.33410 0.564 -0.215 0.151
C -0.04303 2.16454 0.23132 -1.315 -0.164 -0.319
H -1.20903 -1.06560 -0.19748 0.156 -0.061 -0.038
H -2.25499 -0.23586 -1.37883 -0.009 -0.196 -0.111
H -0.50797 0.04817 -1.40625 0.274 -0.114 -0.005
H 0.73519 1.50139 -0.16208 -0.047 0.128 0.025
H 0.20937 2.51861 1.22034 0.144 0.026 0.206
H -0.33607 3.00101 -0.40669 0.836 0.057 -0.044

Copy entry 5 word for word.
14
Properties=species:S:1:pos:R:3:forces:R:3 method="wB97M-V/def2-TZVPD" e_tot_ev=-24927.65046 homo_ha=-0.0849 e_above_lowest_ev=1.0971 lumo_ev=3.4 charge=-1 homo_lumo_gap_ha=0.21037
C 0.91693 -2.41440 -0.34214 -0.808 0.498 1.046
S -0.74959 -1.70285 -0.65020 -0.053 -0.456 -0.564
H 0.82007 -3.13485 0.46766 0.075 -0.538 -0.159
H 1.52617 -1.64024 0.12315 0.504 0.190 -0.394
H 1.39331 -2.86201 -1.20483 0.154 -0.001 -0.183
C -0.55931 1.88611 -1.11794 -0.112 0.344 0.437
S 0.10925 2.23417 0.53286 -0.042 0.188 0.340
C -0.33486 0.74339 1.50275 1.466 0.200 -0.777
H 0.23518 1.58934 -1.79446 -0.188 -0.297 -0.066
H -1.34370 1.13966 -1.03005 0.251 -0.252 -0.199
H -1.01711 2.81368 -1.45335 0.056 0.150 -0.161
H 0.52071 0.06237 1.47924 -0.196 -0.087 -0.217
H -1.12572 0.23823 0.94349 -0.217 -0.027 0.863
H -0.39133 1.04742 2.54382 -0.891 0.088 0.033

Please write out number 5 again, unchanged.
14
Properties=species:S:1:pos:R:3:forces:R:3 method="wB97M-V/def2-TZVPD" e_tot_ev=-24927.65046 homo_ha=-0.0849 e_above_lowest_ev=1.0971 lumo_ev=3.4 charge=-1 homo_lumo_gap_ha=0.21037
C 0.91693 -2.41440 -0.34214 -0.808 0.498 1.046
S -0.74959 -1.70285 -0.65020 -0.053 -0.456 -0.564
H 0.82007 -3.13485 0.46766 0.075 -0.538 -0.159
H 1.52617 -1.64024 0.12315 0.504 0.190 -0.394
H 1.39331 -2.86201 -1.20483 0.154 -0.001 -0.183
C -0.55931 1.88611 -1.11794 -0.112 0.344 0.437
S 0.10925 2.23417 0.53286 -0.042 0.188 0.340
C -0.33486 0.74339 1.50275 1.466 0.200 -0.777
H 0.23518 1.58934 -1.79446 -0.188 -0.297 -0.066
H -1.34370 1.13966 -1.03005 0.251 -0.252 -0.199
H -1.01711 2.81368 -1.45335 0.056 0.150 -0.161
H 0.52071 0.06237 1.47924 -0.196 -0.087 -0.217
H -1.12572 0.23823 0.94349 -0.217 -0.027 0.863
H -0.39133 1.04742 2.54382 -0.891 0.088 0.033

Repeat the second record exactly.
13
Properties=species:S:1:pos:R:3:forces:R:3 method="wB97M-V/def2-TZVPD" e_tot_ev=-14092.02066 homo_ha=-0.0909 e_above_lowest_ev=1.1357 lumo_ev=3.5 charge=-1 homo_lumo_gap_ha=0.21971
S 1.90169 3.74088 -1.00846 0.385 0.032 0.934
H 2.48946 3.88023 0.24172 -0.434 -0.111 -0.917
C 0.18358 -0.10228 -0.91205 0.063 3.056 -1.570
C -0.17213 -0.47570 0.52107 2.557 0.447 1.186
C -1.22599 -1.59818 0.77765 0.292 0.308 -3.506
H 0.75283 -0.81583 -1.56516 -0.493 0.354 0.969
H 0.74047 0.93954 -0.91438 -0.304 -2.150 0.229
H -0.67106 0.29172 -1.53355 0.173 -0.944 0.629
H -0.19230 0.55357 1.16209 -1.045 -2.494 -1.427
H 0.81240 -0.85110 0.93565 -0.860 0.094 -0.235
H -1.44186 -1.56187 1.78655 -0.643 -0.675 2.125
H -2.11625 -1.35057 0.19618 -0.381 0.417 0.333
H -1.06084 -2.65040 0.31268 0.690 1.668 1.250